The following is a quantum chemistry calculation of a molecular structure, C12H36K5O10P, from OMol25.

Element x y z (Å)
K 2.7985 0.3019 2.4700
K -1.7824 -1.0998 -1.2909
K 1.0182 0.2684 -3.3277
K -0.0075 3.9805 0.3676
K -1.0625 1.1118 3.1771
P 0.4914 0.6022 0.0822
O -0.1308 -0.6498 0.6924
O 0.9112 1.5216 1.2646
O -0.5563 1.2230 -0.9094
O 1.7049 0.2829 -0.7640
C 5.3763 -2.6217 0.0035
C 4.5680 -1.6318 -0.8059
O 3.9183 -0.7146 0.0776
H 4.7988 -3.1492 0.7648
H 6.0546 -2.0216 0.6165
H 5.9375 -3.3012 -0.6323
H 3.7516 -1.9971 -1.4420
H 5.2793 -1.1096 -1.4584
H 3.1543 -0.3158 -0.3792
C -4.2139 -2.2517 2.3167
C -2.7000 -2.5608 2.3123
O -2.0435 -1.2830 2.2127
H -4.5020 -1.7758 3.2501
H -4.7127 -3.2275 2.3267
H -4.4894 -1.7311 1.4045
H -2.4133 -3.1399 1.4288
H -2.3813 -3.0856 3.2142
H -1.2730 -1.2952 1.6054
C -4.5353 2.5925 1.4235
C -3.3951 1.6365 1.1259
O -2.2056 2.3440 0.7260
H -5.2854 2.0082 1.9686
H -5.0658 2.9664 0.5528
H -4.2238 3.3262 2.1652
H -3.6160 0.8484 0.3980
H -3.2574 1.0178 2.0257
H -1.6159 1.7483 0.2111
C 1.4935 -4.6243 2.4606
C 0.7245 -3.3147 2.2073
O 1.6693 -2.3136 1.7976
H 1.9256 -4.5147 3.4499
H 2.2152 -4.7801 1.6599
H 0.8347 -5.4842 2.3325
H 0.2662 -2.9019 3.1141
H -0.0506 -3.4673 1.4483
H 1.1001 -1.6839 1.2987
C -3.4894 2.5512 -4.3255
C -3.3286 1.6807 -3.0700
O -2.0264 1.0806 -3.1528
H -3.3555 1.9624 -5.2305
H -2.7329 3.3384 -4.2749
H -4.4220 3.1086 -4.4373
H -4.1116 0.9171 -3.0991
H -3.4105 2.3053 -2.1782
H -1.5558 1.4188 -2.3692
C 4.4771 2.9193 -2.5705
C 3.6133 3.1324 -1.3299
O 2.2538 2.8313 -1.5955
H 4.5231 1.8417 -2.7584
H 5.4647 3.3611 -2.4807
H 3.9547 3.2793 -3.4603
H 3.7941 4.1188 -0.8936
H 3.9135 2.4075 -0.5605
H 1.9661 2.0126 -1.1568

Cartesian forces (eV/Å) of the 6 atoms listed first:
0.60 -0.60 -0.34
-0.39 -0.18 0.05
0.14 0.46 0.11
0.17 -0.26 -0.31
0.02 -0.26 -0.28
0.22 0.57 0.46

The net charge is +2. The calculation puts the orbital gap at 0.31995 Eh. As for the relative energy (zero: lowest compared OMol25 entry of this formula, charge and spin): 0.000 eV. The maximum force comes out at 0.0404 hartree/bohr. For the total energy, the calculation gives -124414.62158 eV.

Atomic partial charges in e from the Mulliken method, atoms 1 to 2:
1. K 1.141
2. K 1.061

The following is a quantum chemistry calculation of a molecular structure, C5H10N2, from OMol25.

Element x y z (Å)
C -1.0214 0.2168 -0.8090
C -0.4052 -1.5850 1.4915
C 0.3906 0.2901 -0.6534
C 0.5539 -1.3479 0.4166
C 0.9843 1.5744 0.0325
N -1.4436 -1.1953 -0.7614
N -0.7034 -2.0271 0.0932
H -1.4624 0.7156 0.1581
H -1.5731 0.7032 -1.6431
H -0.0849 -2.2614 2.3053
H -1.1563 -0.8524 1.8570
H 0.9605 -0.2506 -1.4975
H 1.5390 -1.7885 0.3367
H 0.2643 2.4696 0.1092
H 1.8523 1.8619 -0.6176
H 1.3519 1.3188 1.0400
H -1.6503 -1.7001 -1.6261

Cartesian forces (eV/Å) of the 6 atoms listed first:
-3.71 -0.21 1.88
-1.38 1.17 0.42
3.63 -3.10 1.67
-0.82 3.50 -2.05
0.17 -0.16 -1.20
-1.89 0.22 0.02

The net charge is 0. The calculation puts the orbital gap at 0.34609 Eh. As for the relative energy (zero: lowest compared OMol25 entry of this formula, charge and spin): 4.451 eV. The maximum force comes out at 0.0983 hartree/bohr. For the total energy, the calculation gives -8322.88213 eV.

Atomic partial charges in e from the Mulliken method, atoms 1 to 2:
1. C -0.806
2. C -0.359

The following is a quantum chemistry calculation of 2 unconnected molecules or ions with the total composition C4H12N2O2, from OMol25.

Element x y z (Å)
N -0.8837 2.4323 0.7804
C -0.6352 1.4608 -0.2853
C 0.7868 0.8851 -0.1987
C 0.9324 -0.6748 -0.0838
N -0.1906 -1.4034 -0.6323
C 2.2398 -1.0039 -0.7743
O 3.3332 -1.0025 -0.2829
H -1.2110 1.9997 1.6316
H -1.5501 3.1444 0.5274
H -0.7678 1.9865 -1.2233
H -1.3496 0.6398 -0.3092
H 1.3048 1.2922 0.6658
H 1.3539 1.2156 -1.0730
H 1.0047 -0.9101 0.9741
H -0.1295 -2.4049 -0.5182
H -0.3296 -1.2218 -1.6262
H 2.0826 -1.2413 -1.8552
O -2.3267 -1.9450 1.5488
H -2.1956 -1.4163 0.7489
H -1.4688 -1.8326 1.9852

Cartesian forces (eV/Å) of the 6 atoms listed first:
0.19 0.00 0.16
-0.03 0.06 0.30
0.11 -0.46 -0.30
-0.04 0.60 0.12
-0.47 0.13 -0.57
-0.06 -0.16 -0.09

The net charge is 0. Its SMILES is NCC[C@@H](N)C=O.O. The calculation puts the orbital gap at 0.36587 Eh. As for the relative energy (zero: lowest compared OMol25 entry of this formula, charge and spin): 2.137 eV. The maximum force comes out at 0.0145 hartree/bohr. For the total energy, the calculation gives -11417.08011 eV.

Atomic partial charges in e from the Mulliken method, atoms 1 to 2:
1. N -0.620
2. C -0.232